Record 1
Entry from the Open Molecules 2025 dataset: 2 unconnected molecules or ions with the total composition C11H16F9O9PS (ωB97M-V/def2-TZVPD).

XYZ file:
```
47
Properties=species:S:1:pos:R:3:forces:R:3
O 2.30520 -4.28057 3.72092 -0.41 0.09 -0.84
C 2.55399 -3.60652 2.77509 0.99 -0.10 1.56
O 3.49277 -2.62574 2.80278 -0.57 -0.08 -0.98
O 2.00002 -3.74428 1.50376 -0.91 1.18 0.57
S 0.36870 -3.86318 1.47333 -0.35 -3.86 -1.65
O 0.00005 -5.06450 2.13285 0.00 0.66 1.45
O 0.00793 -3.86976 0.10375 0.45 1.67 -0.31
C -0.35826 -2.39516 2.32145 0.88 1.13 -0.45
F 0.00033 -2.34145 3.60427 -0.26 -0.54 0.35
F 0.23249 -1.33279 1.74542 0.09 -0.03 -0.42
C -1.90649 -2.20748 2.14736 -0.41 0.31 0.52
F -2.37130 -2.66412 0.99100 0.33 -0.51 -0.21
F -2.10322 -0.88143 2.14092 0.12 0.26 0.28
C -2.80981 -2.75585 3.29563 -0.63 -0.25 -0.33
F -2.61456 -2.10870 4.44459 0.67 -0.03 0.16
F -4.06770 -2.45576 2.92057 -0.10 -0.02 -0.44
C -2.79614 -4.29033 3.54726 -1.00 -0.10 1.16
F -3.91461 -4.56409 4.24228 -0.02 0.06 -0.03
F -2.85228 -4.99781 2.43563 0.46 0.09 -0.22
F -1.78654 -4.64376 4.32945 0.46 0.00 -0.46
H 3.14229 -1.90773 3.34319 0.23 0.07 0.26
C -1.38600 4.75718 -3.11468 0.14 -0.01 0.10
C -1.67468 3.26704 -3.08401 -0.33 0.19 -0.02
O -0.49981 2.49561 -3.30388 0.54 0.38 0.72
P 0.59443 2.32896 -2.09657 -0.43 -4.54 -4.60
O -0.16925 1.76291 -0.94905 1.01 2.75 1.11
O 1.42673 1.03806 -2.63840 0.16 0.67 0.25
C 1.50824 -0.16595 -1.87687 -0.21 -0.36 0.02
C 0.42728 -1.14552 -2.28625 -0.06 -0.07 -0.16
O 1.74242 3.31107 -2.77573 -0.98 0.63 2.73
C 2.14481 4.52992 -2.13496 0.23 0.50 -0.03
C 2.18619 4.43309 -0.62417 -0.20 -0.17 0.06
H -0.79786 5.05616 -2.24072 -0.06 0.02 0.00
H -2.31313 5.33152 -3.10568 0.00 -0.02 0.02
H -0.81611 5.02081 -4.00619 -0.05 -0.02 -0.03
H -2.14601 2.98412 -2.13898 0.07 -0.05 0.00
H -2.36812 3.01121 -3.88541 0.11 -0.10 -0.04
H 1.46643 0.04658 -0.80847 -0.13 0.09 -0.02
H 2.48955 -0.60093 -2.07597 0.03 0.14 -0.11
H -0.56052 -0.68482 -2.27452 0.03 0.09 0.18
H 0.41834 -2.01063 -1.62206 0.01 -0.01 -0.02
H 0.60111 -1.49537 -3.30523 0.04 -0.01 0.02
H 1.48481 5.34241 -2.45193 -0.03 -0.05 0.00
H 3.14056 4.76546 -2.51236 -0.04 -0.16 -0.12
H 1.18237 4.28306 -0.20940 0.07 0.04 -0.01
H 2.59100 5.34813 -0.19255 0.01 0.01 -0.02
H 2.80436 3.59092 -0.30748 0.05 0.05 -0.01
```
Positions in Å, forces in eV/Å.

Calculated values
lowest unoccupied orbital energy = -0.28 eV
charge = 0
HOMO energy = -0.3747 Eh
SMILES = O=C(O)OS(=O)(=O)C(F)(F)C(F)(F)C(F)(F)C(F)(F)F.CCOP(=O)(OCC)OCC

***

Record 2
Entry from the Open Molecules 2025 dataset: C11H16FN2O3PS in the gas phase (ωB97M-V/def2-TZVPD).

XYZ file:
```
35
Properties=species:S:1:pos:R:3:forces:R:3
C -3.99956 0.26712 0.91608 0.18 0.58 -0.04
C -3.03157 1.09916 0.42444 -0.09 -0.73 -0.19
C -1.56007 0.81264 0.68272 -0.43 -0.52 -1.04
C -0.70990 0.26658 -0.50471 -0.14 -0.09 -0.25
C -1.47814 -0.83566 -1.10637 -0.12 0.03 0.14
N -2.13144 -1.64026 -1.60308 0.10 -0.03 0.00
C 0.71630 -0.26862 -0.11590 0.79 -0.39 -0.48
C 1.76997 0.75941 -0.22092 -0.75 0.15 0.16
N 2.57572 1.56728 -0.30474 0.47 0.10 -0.04
C 1.14471 -1.43702 -1.06285 0.02 -0.16 0.56
C 2.62666 -1.77349 -1.03050 -0.03 -0.26 0.05
F 3.26590 -1.15241 -2.08888 0.10 0.17 -0.04
C 0.78482 -0.81644 1.32637 -0.66 0.17 0.45
O 0.94751 0.23708 2.23984 0.17 -0.15 -0.10
C 2.07100 0.13388 3.10085 -0.03 0.45 0.14
P -0.70827 1.63390 -1.79940 0.45 1.88 0.33
O 0.30549 1.25438 -2.98207 -0.47 -0.84 0.05
O -2.14913 1.60235 -2.48396 0.33 -0.62 -0.29
S -0.37150 3.36862 -1.07267 -0.11 -0.25 0.17
H -4.68171 0.63598 1.67945 -1.39 0.38 -1.43
H -4.10327 -0.76425 0.58441 1.19 -0.60 1.43
H -3.28884 1.96225 -0.18556 0.06 1.09 1.50
H -1.53933 0.13099 1.52574 0.22 -0.17 -0.13
H -1.16391 1.76713 1.03167 0.23 -0.05 -0.11
H 0.59869 -2.32114 -0.72729 -0.18 0.03 -0.19
H 0.87019 -1.25036 -2.10070 -0.10 -0.12 0.00
H 2.78152 -2.84760 -1.13657 -0.06 -0.02 -0.15
H 3.11354 -1.47591 -0.10020 0.04 0.20 -0.06
H -0.15750 -1.32184 1.56471 0.03 -0.19 -0.24
H 1.56878 -1.57024 1.42329 0.17 0.15 -0.11
H 2.90775 -0.38458 2.62828 -0.06 -0.14 0.01
H 1.78718 -0.33535 4.04540 0.10 -0.21 -0.06
H 2.40334 1.14829 3.31760 -0.04 0.01 -0.01
H 0.98716 0.60982 -2.75269 0.21 0.18 -0.09
H -2.20980 0.94289 -3.19163 -0.20 -0.05 0.06
```
Positions in Å, forces in eV/Å.

Calculated values
lowest unoccupied orbital energy = 0.10 eV
charge = 0
HOMO energy = -0.3050 Eh
SMILES = C=CC[C@](C#N)([C@](C#N)(CCF)COC)P(O)(O)=S

***

Record 3
Entry from the Open Molecules 2025 dataset: a molecular structure, C11H16InN2O4S3 (ωB97M-V/def2-TZVPD).

XYZ file:
```
37
Properties=species:S:1:pos:R:3:forces:R:3
O -2.70835 -3.55806 1.69733 -0.22 -0.15 -0.12
S -1.75978 -2.77854 1.02898 -0.28 -0.02 0.75
O -0.35727 -2.87602 1.23995 0.62 0.08 -0.09
C -2.20517 -1.05460 1.06115 0.65 0.05 -0.52
C -1.40005 -0.19986 0.05016 -0.97 0.19 0.61
O 0.01290 -0.28332 0.29106 0.53 0.21 -0.35
C -1.93952 1.26430 0.05149 0.56 -0.03 -0.06
C -0.98437 2.40257 0.44597 0.04 0.04 -0.07
C -0.16190 3.10379 -0.64837 0.01 -0.23 -0.26
S 1.64475 2.89343 -0.29730 0.01 0.64 0.30
C 2.06936 1.38360 -0.87111 -0.02 -0.02 0.29
S 1.76423 0.94984 -2.48026 -0.43 -0.73 -0.35
N 2.73881 0.53929 -0.01519 0.71 -0.02 -0.03
C 3.07228 0.76566 1.30029 0.03 0.08 0.19
C 3.73642 -0.34744 1.74704 0.03 0.33 0.35
N 3.80617 -1.28078 0.77986 -0.14 -0.49 -0.48
C 3.26451 -0.75434 -0.28090 -0.58 0.09 0.28
C -1.52538 -0.80141 -1.31161 0.47 -0.03 -0.34
C -1.22850 -2.28685 -1.39428 -1.11 0.14 -1.46
O -1.92467 -3.10732 -0.60030 0.16 0.06 0.37
H -2.00362 -0.75124 2.08383 -0.21 0.13 0.28
H -3.25811 -0.96848 0.81999 -0.30 -0.05 0.20
H 0.21925 -0.05181 1.20357 0.15 -0.24 0.22
H -2.77827 1.34406 0.73232 -0.20 -0.19 0.14
H -2.34863 1.46625 -0.93342 -0.12 0.14 -0.18
H -0.29834 2.12024 1.24002 -0.10 -0.13 0.37
H -1.61615 3.16774 0.88201 -0.04 0.22 0.13
H -0.40482 2.82636 -1.66693 0.06 -0.09 -0.19
H -0.25572 4.18176 -0.57899 0.04 0.24 -0.02
H 2.81375 1.66093 1.83150 -0.08 0.22 0.04
H 4.14182 -0.48371 2.73288 0.13 -0.19 0.15
H 3.26624 -1.15290 -1.27766 2.14 0.08 -0.46
H -2.48523 -0.62129 -1.78171 -0.33 -0.09 0.06
H -0.79442 -0.25140 -1.92555 -0.27 0.04 -0.41
H -0.04508 -2.54594 -1.16131 0.22 -0.24 -0.14
H -1.38325 -2.60216 -2.42406 0.34 -0.36 -0.16
In 1.31608 -1.31232 -1.57043 -1.49 0.31 0.96
```
Positions in Å, forces in eV/Å.

Calculated values
lowest unoccupied orbital energy = -14.80 eV
charge = +3
HOMO energy = -0.7692 Eh
energy relative to the best compared isomer or geometry (same formula, charge and spin) = 0.0 kcal per mole

***

Record 4
Entry from the Open Molecules 2025 dataset: a gas-phase ion, C11H16N (charge +1) (ωB97M-V/def2-TZVPD).

XYZ file:
```
28
Properties=species:S:1:pos:R:3:forces:R:3
C 0.98329 0.27018 1.72159 2.12 0.55 1.62
N 0.12732 -0.84894 1.41094 -0.22 -0.86 -3.90
C 0.97744 -2.00555 0.78211 1.01 -1.54 2.05
C -0.70166 -1.22311 2.53459 -1.02 -1.39 2.81
C -0.77884 -0.47112 0.21446 -0.13 2.94 1.13
C -1.63775 1.01630 0.21002 2.22 -3.23 -2.05
C -0.72588 1.25840 -1.01951 -2.54 0.00 1.38
C -0.78929 2.16458 -2.04269 0.91 0.34 -0.73
C 0.13693 1.90865 -3.05399 -1.17 1.35 -1.07
C 0.91016 0.75252 -3.05233 1.57 0.26 0.59
C 0.85014 -0.22716 -2.03931 -2.97 2.14 0.53
C -0.12329 0.01672 -1.01527 2.32 1.32 -1.96
H 1.34126 0.26556 2.79320 -0.29 -0.34 -1.29
H 1.81494 0.38970 1.02864 0.09 -0.62 0.10
H 0.46208 1.15797 1.57439 -1.23 1.53 0.07
H 1.77104 -2.38655 1.54286 -1.55 0.86 -0.86
H 0.29255 -2.90260 0.60791 0.90 1.50 -0.22
H 1.62348 -1.65496 -0.07331 -1.45 -0.18 0.81
H 0.08762 -1.44528 3.29670 -1.22 0.10 0.02
H -1.43641 -0.41894 2.91696 1.59 -0.87 -0.95
H -1.34927 -2.16934 2.42884 1.27 1.40 -0.51
H -1.47419 -1.22749 0.14222 -1.27 -2.01 -0.31
H -1.58660 1.61615 1.06119 -0.04 1.00 1.28
H -2.61858 0.75371 -0.14885 -0.62 0.24 0.41
H -1.43404 3.04808 -2.10394 0.27 -0.43 0.37
H 0.14222 2.67366 -3.90291 0.49 -1.41 1.15
H 1.77203 0.80124 -3.72585 -0.54 -0.76 -0.15
H 1.36331 -1.11237 -2.08867 1.49 -1.88 -0.32
```
Positions in Å, forces in eV/Å.

Calculated values
lowest unoccupied orbital energy = -2.52 eV
charge = +1
HOMO energy = -0.4682 Eh
SMILES = C[N+](C)(C)[C@H]1Cc2ccccc21
energy relative to the best compared isomer or geometry (same formula, charge and spin) = 46.8 kcal per mole

***

Record 5
Entry from the Open Molecules 2025 dataset: C11H16N2 in the gas phase (ωB97M-V/def2-TZVPD).

XYZ file:
```
29
Properties=species:S:1:pos:R:3:forces:R:3
C -2.10301 2.16258 0.47978 -0.02 2.66 0.47
C -1.13473 2.07844 -0.42064 0.81 -1.00 -0.69
C -2.81991 1.11027 0.99857 -1.96 -6.21 0.99
C -0.65707 0.70378 -0.69034 0.67 -0.25 0.47
C -2.53216 -0.23789 0.64937 0.55 4.93 0.47
C -1.43958 -0.44602 -0.18973 0.36 -2.54 -2.36
C 1.97235 0.13046 0.06425 2.80 1.31 1.74
C 2.37138 -0.31137 -1.30347 -0.23 -0.36 -1.10
C 3.06745 1.03038 0.79846 -0.41 -1.44 -1.60
C -1.19600 -2.93810 0.08798 0.48 -0.20 -1.51
C -0.94035 -1.68119 -0.59173 0.26 3.58 0.83
N 0.62867 0.51437 0.29878 -0.62 1.26 0.83
N 1.18329 -0.68743 0.90323 -0.63 -0.54 -1.33
H -2.38633 3.11001 0.88142 -0.23 0.88 -0.18
H -0.62122 2.90287 -0.92111 -0.35 -0.12 0.41
H -3.73357 1.10634 1.63826 0.95 1.16 -0.48
H -0.41919 0.57891 -1.73919 0.85 -0.20 0.03
H -3.15346 -1.00100 0.94802 -1.20 -1.62 0.76
H 1.46399 -0.78120 -1.62016 -0.59 0.00 -1.07
H 2.95149 -1.24570 -1.15442 0.64 1.00 -0.36
H 2.72307 0.45948 -2.10838 -0.30 -1.47 1.76
H 3.11843 0.73777 1.86937 -0.25 0.85 -0.68
H 2.89626 2.06175 0.46569 0.01 0.08 0.91
H 4.00644 0.75526 0.30150 0.10 0.04 0.41
H -0.25905 -3.33857 0.39611 0.83 -0.48 0.23
H -1.78205 -2.82694 0.95034 -1.16 -0.03 0.93
H -1.58952 -3.56304 -0.69359 -0.60 -1.03 0.15
H -0.14370 -1.57699 -1.34392 -0.60 -0.74 0.27
H 0.52809 1.19275 1.04559 -0.20 0.49 -0.28
```
Positions in Å, forces in eV/Å.

Calculated values
lowest unoccupied orbital energy (alpha / beta) = -0.06 / -0.06 eV
charge = 0
HOMO energy (alpha / beta) = -0.2687 / -0.2687 Eh
energy relative to the best compared isomer or geometry (same formula, charge and spin) = 148.0 kcal per mole

***

Record 6
Entry from the Open Molecules 2025 dataset: C11H16N2O4S in the gas phase (ωB97M-V/def2-TZVPD).

XYZ file:
```
34
Properties=species:S:1:pos:R:3:forces:R:3
C -2.53192 -1.67822 0.16603 0.33 -0.18 -0.06
C -1.62341 -2.89734 0.21381 -0.39 0.08 0.36
O -0.38839 -2.66911 -0.47185 0.00 -0.12 -0.31
C 0.52509 -1.92485 0.14541 0.34 -0.02 -0.18
O 0.39526 -1.45093 1.24305 -0.11 0.04 0.15
C 1.75112 -1.75378 -0.73418 -0.12 0.02 0.22
C 2.93292 -1.21487 0.06445 0.22 0.33 -0.23
S 3.88549 0.06145 -0.83982 0.15 0.04 0.08
C 3.60209 1.51019 0.22710 0.19 -0.43 -0.08
C 2.13319 1.82153 0.47331 0.41 -0.05 -0.14
O 1.74233 2.26238 1.52566 -0.16 0.09 0.26
N 1.34590 1.56789 -0.60716 -0.08 -0.09 -0.56
C -0.02849 1.60270 -0.63439 -1.03 0.04 -0.01
C -0.93233 2.06567 0.35600 -0.45 -0.13 -0.27
C -2.15563 1.84715 -0.20721 0.71 0.13 0.32
C -3.53348 2.10291 0.27551 0.06 -0.07 -0.26
O -1.99609 1.30237 -1.42685 -0.75 0.24 0.40
N -0.67223 1.14875 -1.68550 1.26 -0.17 -0.22
H -2.66274 -1.34819 -0.86203 -0.06 0.04 -0.07
H -3.50047 -1.93159 0.58808 -0.14 -0.03 0.04
H -2.09473 -0.86958 0.74701 -0.01 0.08 0.02
H -1.40593 -3.16602 1.25293 -0.03 -0.05 -0.17
H -2.07256 -3.74616 -0.30497 0.09 0.07 0.09
H 1.46086 -1.06521 -1.53213 -0.02 -0.08 0.01
H 1.97887 -2.70836 -1.20821 -0.04 0.04 -0.03
H 2.57374 -0.75218 0.98409 0.03 -0.13 0.02
H 3.63229 -2.01010 0.31744 -0.08 0.03 0.10
H 4.07215 2.34928 -0.28848 0.00 0.03 0.05
H 4.10244 1.36209 1.18446 -0.17 0.15 -0.03
H 1.79005 1.20762 -1.44485 0.04 -0.01 0.19
H -0.68359 2.47227 1.31113 -0.03 0.09 0.21
H -4.00269 2.87935 -0.32724 -0.07 0.05 0.01
H -4.13430 1.19983 0.18727 -0.07 -0.05 0.05
H -3.50479 2.42306 1.31211 -0.02 0.01 0.05
```
Positions in Å, forces in eV/Å.

Calculated values
lowest unoccupied orbital energy = 0.73 eV
charge = 0
HOMO energy = -0.3338 Eh
SMILES = CCOC(=O)CCSCC(=O)Nc1cc(C)on1
energy relative to the best compared isomer or geometry (same formula, charge and spin) = 45.9 kcal per mole

***

no.,DFT total energy (hartree)
1,-2744.2509
2,-1603.3077
3,-2222.6151
4,-483.1571
5,-538.0335
6,-1237.4177